A cluster of 6 separate species, C36H65N2O17 in total in a non-equilibrium geometry. Source: the Open Molecules 2025 dataset; level of theory: the ωB97M-V functional and the def2-TZVPD basis.

Properties
2S+1: 1
net charge: -1
total energy: -76174.877 eV

Positions of all 120 atoms, in Å:
1 C -1.42075 -4.73466 4.75256
2 C -1.61686 -4.18964 3.26917
3 C -3.15386 -3.95348 2.97972
4 C -3.49551 -3.59587 1.48696
5 C -2.82140 -2.25333 0.94113
6 C -1.34541 -2.49934 0.39701
7 C -1.23700 -3.67150 -0.66093
8 N -0.24560 -4.72291 -0.32819
9 N -3.68161 -1.77577 -0.16307
10 C -3.89614 -0.32681 -0.20291
11 C -2.61291 0.53215 -0.54997
12 C -1.81837 0.38260 -1.75823
13 C -0.66370 1.28513 -1.90309
14 C -0.30921 2.28958 -0.90721
15 C -1.13299 2.45913 0.29146
16 C -0.88499 3.50602 1.41152
17 C -2.27371 1.56419 0.44547
18 C -2.68623 -1.28198 2.17723
19 O -3.67129 -0.88866 2.85220
20 O -1.50801 -0.82264 2.51622
21 H -1.67578 -5.82227 4.84240
22 H -0.35809 -4.51729 5.05672
23 H -2.05848 -4.10311 5.43644
24 H -1.16024 -4.86895 2.49862
25 H -1.07222 -3.20214 3.25209
26 H -3.64072 -4.96141 3.17904
27 H -3.62803 -3.26475 3.73244
28 H -4.60520 -3.39037 1.45664
29 H -3.32901 -4.48102 0.82173
30 H -0.91957 -1.57794 -0.08852
31 H -0.62444 -2.73764 1.22544
32 H -0.88446 -3.20856 -1.63535
33 H -2.20447 -4.18323 -0.90512
34 H 0.29326 -4.50796 0.50650
35 H -0.64645 -5.65569 -0.31065
36 H -3.35633 -2.05490 -1.08792
37 H -4.59535 -0.13692 -1.07744
38 H -4.45008 0.08329 0.68323
39 H -2.07415 -0.39571 -2.51408
40 H -0.00051 1.19851 -2.79654
41 H 0.58541 2.95625 -1.01219
42 H 0.08583 3.31117 1.93420
43 H -1.68842 3.49341 2.20056
44 H -0.89918 4.53752 0.97413
45 H -2.91912 1.67933 1.34804
46 C 1.58493 -11.32571 6.92349
47 C 1.31937 -10.38371 5.76571
48 O 0.32916 -9.40726 6.10628
49 C 0.75108 -8.40669 6.88961
50 O 1.87006 -8.25905 7.31234
51 O -0.29341 -7.61204 7.14186
52 C -0.00742 -6.55011 8.05197
53 H 0.65324 -11.77831 7.27010
54 H 2.27474 -12.11714 6.62515
55 H 2.01835 -10.79671 7.77343
56 H 0.92021 -10.94815 4.92217
57 H 2.23487 -9.89647 5.42356
58 H 0.85298 -5.96771 7.72318
59 H 0.16100 -6.95304 9.05201
60 H -0.87513 -5.89363 8.08283
61 C -6.03776 2.43243 -7.50265
62 C -5.20778 3.62326 -7.06521
63 O -5.37488 3.88866 -5.66909
64 C -4.71692 3.06042 -4.84183
65 O -4.00886 2.14451 -5.17375
66 O -5.00579 3.41528 -3.58827
67 C -4.44588 2.54853 -2.59263
68 H -7.08502 2.57364 -7.22628
69 H -5.97128 2.29292 -8.58325
70 H -5.70065 1.51521 -7.01804
71 H -5.54661 4.51603 -7.59300
72 H -4.15072 3.48819 -7.30499
73 H -3.37062 2.43485 -2.72302
74 H -4.94178 1.57783 -2.62507
75 H -4.62883 2.99888 -1.61863
76 C -4.67312 -6.88532 -6.11874
77 C -4.49935 -6.77895 -4.61649
78 O -3.11616 -6.82430 -4.24841
79 C -2.42648 -5.69524 -4.45975
80 O -2.86610 -4.66964 -4.91278
81 O -1.15698 -5.91395 -4.10206
82 C -0.28388 -4.81558 -4.36757
83 H -4.16776 -7.77538 -6.50054
84 H -5.73128 -6.93780 -6.38086
85 H -4.23636 -6.02627 -6.62994
86 H -4.97628 -7.63302 -4.13405
87 H -4.97152 -5.87841 -4.21826
88 H -0.66037 -3.89483 -3.92303
89 H -0.15155 -4.69621 -5.44436
90 H 0.68326 -5.04116 -3.92216
91 C 4.83496 7.10096 0.95469
92 C 3.68635 7.74592 0.20560
93 O 3.75275 7.45827 -1.19778
94 C 3.36073 6.22870 -1.55284
95 O 2.95832 5.37065 -0.80987
96 O 3.52151 6.11219 -2.87937
97 C 3.23488 4.80794 -3.38037
98 H 5.79095 7.39100 0.51347
99 H 4.82481 7.39716 2.00458
100 H 4.77904 6.01256 0.90649
101 H 3.75229 8.83037 0.30331
102 H 2.71895 7.44417 0.61259
103 H 2.24187 4.47646 -3.07635
104 H 3.99530 4.10458 -3.03817
105 H 3.26709 4.85055 -4.46788
106 C 10.05254 11.17717 3.30004
107 C 8.90686 11.81869 2.54282
108 O 8.98350 11.53089 1.14071
109 C 8.59792 10.30080 0.78304
110 O 8.19286 9.44028 1.52394
111 O 8.76815 10.18462 -0.54142
112 C 8.48925 8.87950 -1.04505
113 H 11.01055 11.47010 2.86491
114 H 10.03378 11.47415 4.34987
115 H 9.99955 10.08871 3.25168
116 H 8.96905 12.90320 2.63997
117 H 7.93759 11.51397 2.94309
118 H 7.49520 8.54536 -0.74828
119 H 9.24932 8.17827 -0.69771
120 H 8.52872 8.92208 -2.13210